62
Properties=species:S:1:pos:R:3 method="wB97M-V/def2-TZVPD" e_tot_ev=-92493.942 lumo_energy_ev="-0.01 / 0.02" max_force_ev_per_a=0.47 spin_multiplicity=2 s_squared=1.114
Mn -0.62510 -0.26279 -0.37702
C -1.74222 -4.19337 1.42227
C -1.09092 -2.93736 0.93881
N -1.35997 -2.38270 -0.19743
N -2.23502 -3.08393 -0.95925
C -2.69327 -2.42851 -2.02054
N -3.53656 -3.17602 -2.78226
S -2.40378 -0.81971 -2.47811
C -0.06723 -2.26657 1.75632
C 0.51966 -2.89640 2.85265
C 1.55040 -2.26563 3.52474
C 1.97799 -1.02757 3.07906
C 1.33959 -0.45516 1.99254
N 0.33027 -1.04491 1.34484
H -2.74455 -4.25840 1.00606
H -1.79868 -4.21434 2.50928
H -1.20088 -5.08285 1.08741
H -3.57373 -4.16628 -2.61115
H -3.83133 -2.80668 -3.66634
H 0.18227 -3.87477 3.15799
H 2.01539 -2.74127 4.37851
H 2.78371 -0.49435 3.56317
H 1.63038 0.51874 1.62702
N -2.05642 2.39542 -2.05862
C -0.88961 2.13808 -2.64777
N -0.48991 2.94881 -3.63026
C 0.69713 2.66202 -4.15119
N 1.15067 3.45667 -5.14135
N 1.50549 1.65456 -3.76835
C 0.99203 0.91843 -2.79576
N -0.17567 1.07798 -2.20166
C 1.79958 -0.23278 -2.29803
C 3.10012 -0.43870 -2.73188
C 3.77589 -1.55271 -2.26895
C 3.11971 -2.42600 -1.41693
C 1.82304 -2.13357 -1.03021
N 1.17275 -1.04311 -1.43843
H -2.64881 3.09313 -2.47051
H -2.43962 1.72285 -1.41226
H 0.54199 4.15997 -5.51644
H 1.99487 3.20303 -5.61813
H 3.54024 0.26323 -3.42377
H 4.79480 -1.74348 -2.57951
H 3.59822 -3.32361 -1.05085
H 1.27117 -2.79774 -0.37949
I -3.13937 0.21613 0.94746
C -2.05557 1.36972 2.29802
C -2.59668 1.61672 3.52614
C -1.92780 2.48670 4.41309
C -0.78219 3.10349 4.01121
C -0.22459 2.85985 2.73051
C 0.94082 3.55346 2.32115
C 1.44701 3.32551 1.07845
C 0.86360 2.34993 0.23730
C -0.23568 1.58132 0.56914
C -0.82956 1.93165 1.83914
H -3.53906 1.17067 3.81328
H -2.34528 2.67791 5.39301
H -0.27670 3.80300 4.66695
H 1.39411 4.26915 2.99670
H 2.32173 3.86895 0.73940
H 1.38120 2.17416 -0.69915